1.
Entry from the OMol25 dataset: a 4-piece molecular cluster, C9H12N3O4 overall (wB97M-V/def2-TZVPD).

Geometry as XYZ:
```
28
Properties=species:S:1:pos:R:3
O 0.619 4.416 3.046
C -0.597 4.183 2.478
O -0.749 4.597 1.074
C -1.080 3.470 0.188
C -0.476 2.011 0.696
O -1.326 1.180 1.323
O 0.922 1.558 0.454
H -1.435 3.727 3.164
H -0.705 3.720 -0.913
H -2.258 3.322 0.143
C -1.644 -2.416 0.864
C -2.967 -3.054 0.472
N -4.064 -3.584 0.147
H -1.017 -2.284 -0.022
H -1.823 -1.439 1.323
H -1.119 -3.055 1.580
C -1.821 -5.075 -3.026
C -1.065 -3.786 -2.750
N -0.438 -2.717 -2.521
H -2.794 -5.052 -2.527
H -1.977 -5.193 -4.102
H -1.250 -5.930 -2.653
C 4.326 2.016 0.257
C 5.809 1.683 0.266
N 7.039 1.406 0.274
H 3.740 1.104 0.121
H 4.044 2.483 1.205
H 4.105 2.708 -0.560
```

For the gap between HOMO and LUMO, the calculation gives 0.271 Eh. Its total energy is -22182.97512 eV. The total charge is -1. The calculation puts the max |F| at 0.1970 hartree/bohr.

=====

2.
Entry from the OMol25 dataset: C27H52F4N3NbO5P as an isolated structure (wB97M-V/def2-TZVPD).

Geometry as XYZ:
```
93
Properties=species:S:1:pos:R:3
C -5.473 2.326 -2.710
C -4.304 2.495 -3.017
C -2.848 2.273 -3.571
C -1.697 2.257 -2.500
C -1.199 0.981 -1.752
Nb -2.571 -0.638 -0.897
C -3.368 -0.913 -3.022
C -3.653 -2.367 -3.496
C -3.661 -3.588 -3.617
C -1.030 -2.166 -1.505
C 0.508 -1.857 -1.318
C 1.321 -2.676 -2.428
C 2.830 -2.238 -2.618
C 3.095 -0.703 -2.853
C 2.355 -0.032 -4.083
C 2.190 -0.935 -5.366
O 1.579 -0.171 -6.425
C 0.149 -0.169 -6.342
N -4.082 0.701 -0.342
C -3.934 1.604 0.533
C -3.328 3.059 0.424
C -4.742 1.448 1.923
C -1.568 -0.688 1.191
F -2.422 -0.587 2.337
F -1.042 -2.026 1.378
C -0.424 0.281 1.601
F 0.827 0.185 0.979
F -0.735 1.657 1.700
P -4.306 -2.481 -0.248
N -4.844 -2.265 1.252
O -5.721 -2.479 -1.221
O -3.648 -4.040 -0.272
H -6.581 2.245 -2.570
H -2.670 3.218 -4.193
H -2.810 1.454 -4.356
H -0.784 2.568 -3.135
H -1.828 3.211 -1.890
H -0.416 1.331 -0.994
H -0.577 0.393 -2.515
H -4.257 -0.269 -3.273
H -2.493 -0.581 -3.682
H -3.395 -4.648 -3.864
H -1.249 -3.145 -0.955
H -1.120 -2.454 -2.609
H 0.862 -2.270 -0.319
H 0.847 -0.792 -1.402
H 1.334 -3.755 -2.062
H 0.832 -2.680 -3.443
H 3.284 -2.856 -3.465
H 3.399 -2.552 -1.688
H 2.807 -0.123 -1.923
H 4.218 -0.550 -2.970
H 1.384 0.458 -3.737
H 3.007 0.846 -4.407
H 3.229 -1.268 -5.677
H 1.574 -1.868 -5.224
H -0.301 0.834 -6.067
H -0.289 -0.937 -5.641
H -0.247 -0.404 -7.386
H -2.232 3.124 0.219
H -3.555 3.726 1.305
H -3.858 3.541 -0.466
H -5.557 0.677 1.861
H -4.040 1.321 2.800
H -5.277 2.440 2.117
H -0.195 0.009 2.692
H -4.439 -1.425 1.619
H -5.698 -3.357 -1.676
H -4.017 -4.480 0.523
C 2.866 -0.694 3.215
O 3.979 -0.916 4.072
C 5.145 -0.191 3.686
C 5.450 0.914 4.693
N 4.459 1.985 4.623
C 4.537 2.938 5.731
C 4.279 2.407 7.147
O 2.940 1.991 7.376
C 2.648 0.667 6.953
H 2.093 -1.417 3.478
H 2.456 0.309 3.360
H 3.139 -0.841 2.167
H 5.065 0.205 2.669
H 5.973 -0.906 3.697
H 6.442 1.328 4.482
H 5.475 0.456 5.688
H 3.532 1.576 4.622
H 3.792 3.714 5.525
H 5.516 3.428 5.705
H 4.448 3.240 7.837
H 4.987 1.626 7.443
H 3.508 0.000 7.050
H 2.276 0.669 5.927
H 1.845 0.284 7.586
```

For the gap between HOMO and LUMO, the calculation gives 0.245 Eh. Its total energy is -65249.52533 eV. The total charge is -1. The calculation puts the max |F| at 0.0787 hartree/bohr.

=====

3.
Entry from the OMol25 dataset: C2H3FLiO2 as an isolated structure (wB97M-V/def2-TZVPD).

Geometry as XYZ:
```
9
Properties=species:S:1:pos:R:3
F -2.987 -1.400 1.539
H -3.313 -1.110 2.375
O -0.202 -0.515 0.572
C -0.237 0.248 -0.344
C 0.981 0.806 -1.104
O 2.129 0.327 -0.605
H 0.842 1.909 -1.037
H 0.761 0.544 -2.164
Li 2.025 -0.810 0.768
```

The expectation value of S² is 0.753. For the gap between HOMO and LUMO (spin up / spin down), the calculation gives 0.255 / 0.299 Eh. Its total energy is -9138.72931 eV. The total charge is 0. The calculation puts the max |F| at 0.0218 hartree/bohr. As for the spin multiplicity: 2. For the energy above the lowest of the compared OMol25 structures with the same formula, charge and spin, the calculation gives 0.0 kJ/mol.

=====

4.
Entry from the OMol25 dataset: a 2-piece molecular cluster, C4H12N2Si overall (wB97M-V/def2-TZVPD).

Geometry as XYZ:
```
19
Properties=species:S:1:pos:R:3
C 3.172 1.123 1.242
C 3.649 -0.138 1.107
C -1.513 1.432 1.200
C -1.309 0.075 -2.179
N -2.100 -2.116 -0.793
N -1.731 0.224 0.634
Si -0.975 -0.884 -0.558
H 3.695 2.001 0.790
H 2.215 1.260 1.592
H 4.640 -0.420 0.700
H -1.483 1.624 2.193
H 2.979 -0.959 1.671
H -1.157 2.147 0.528
H -0.531 -0.372 -2.805
H -2.158 -0.231 -2.707
H -1.048 1.155 -1.846
H -2.304 -2.524 -1.716
H -1.772 -2.924 -0.263
H -2.268 -0.472 1.210
```

For the gap between HOMO and LUMO (spin up / spin down), the calculation gives 0.232 / 0.274 Eh. Its total energy is -15196.97927 eV. The total charge is 0. The calculation puts the max |F| at 0.0855 hartree/bohr. For the energy above the lowest of the compared OMol25 structures with the same formula, charge and spin, the calculation gives 398.6 kJ/mol.

=====

5.
Entry from the OMol25 dataset: a 6-piece molecular cluster, C35H68Br2N15O8S2 overall (wB97M-V/def2-TZVPD).

Geometry as XYZ:
```
130
Properties=species:S:1:pos:R:3
C 1.434 5.254 -1.231
C 1.298 4.219 -2.046
C 1.036 2.978 -3.051
C -0.202 2.138 -2.402
C -0.097 0.573 -2.785
C -1.449 -0.281 -2.585
C -1.425 -1.846 -3.115
C -1.283 -1.948 -4.703
C 0.031 -2.861 -5.095
C 1.268 -1.860 -5.497
O 2.552 -2.589 -5.532
C 3.522 -1.917 -4.646
C -2.517 -2.727 -2.272
N -2.079 -3.558 -1.111
C -3.466 -3.569 -3.272
Br -5.258 -2.922 -3.937
C -3.082 -4.864 -3.825
C -4.079 -5.658 -4.852
Br -1.355 -5.748 -3.442
C -3.190 -1.398 -1.534
C -4.518 -1.556 -0.661
C -4.482 -1.767 0.906
C -4.612 -0.393 1.801
C -5.992 0.409 1.529
O -5.998 1.634 2.362
N -2.108 -0.361 -1.198
C -0.930 -0.688 -0.338
C -1.173 -1.311 1.125
C 0.315 -1.286 1.834
C 0.736 0.177 2.364
C 2.034 -0.045 3.350
C 3.353 0.716 2.801
C 3.087 2.303 2.973
S 3.958 3.387 1.740
C 3.994 2.618 0.062
N 3.231 1.533 -0.544
N 3.764 1.442 -1.800
C 4.804 2.409 -2.117
O 4.926 3.137 -0.882
N -2.536 0.847 -0.610
C -3.342 1.544 -1.375
S -4.596 2.254 -2.233
H 1.251 6.160 -0.530
H 1.968 2.326 -3.210
H 0.655 3.443 -4.038
H -1.174 2.620 -2.838
H -0.153 2.220 -1.257
H 0.143 0.538 -3.929
H 0.846 0.099 -2.282
H -2.099 0.186 -3.440
H -0.418 -2.252 -2.727
H -2.219 -2.237 -5.299
H -0.998 -0.878 -5.084
H -0.212 -3.439 -6.070
H 0.352 -3.568 -4.249
H 1.417 -1.007 -4.737
H 1.068 -1.344 -6.527
H 3.896 -0.914 -5.080
H 4.442 -2.598 -4.518
H 3.091 -1.734 -3.586
H -2.693 -4.407 -1.112
H -1.098 -3.900 -1.247
H -5.143 -5.749 -4.403
H -3.683 -6.724 -5.038
H -4.110 -5.120 -5.884
H -3.669 -0.940 -2.511
H -5.190 -0.627 -0.891
H -5.117 -2.452 -1.113
H -3.661 -2.481 1.322
H -5.472 -2.333 1.181
H -3.754 0.348 1.625
H -4.631 -0.698 2.925
H -6.106 0.792 0.439
H -6.945 -0.173 1.798
H -5.045 1.832 2.562
H -0.096 -1.324 -0.804
H -0.423 0.338 -0.092
H -1.841 -0.691 1.825
H -1.483 -2.415 1.153
H 0.291 -1.983 2.767
H 1.048 -1.704 1.041
H 1.138 0.818 1.485
H -0.086 0.742 2.936
H 1.810 0.204 4.451
H 2.298 -1.185 3.340
H 3.662 0.400 1.735
H 4.248 0.448 3.493
H 3.505 2.596 4.022
H 1.956 2.547 3.020
H 5.349 2.503 -3.128
C 1.262 -3.563 5.500
O 1.465 -3.703 4.303
N 0.018 -3.456 6.023
N 2.263 -3.502 6.409
H -0.169 -3.341 7.003
H -0.756 -3.497 5.378
H 3.206 -3.578 6.059
H 2.117 -3.387 7.396
C 7.038 3.812 -5.332
O 6.004 3.165 -5.440
N 7.828 4.104 -6.389
N 7.482 4.290 -4.146
H 8.679 4.633 -6.323
H 7.531 3.766 -7.292
H 6.922 4.094 -3.332
H 8.328 4.822 -4.038
C -6.601 4.666 4.603
O -7.355 4.198 5.442
N -6.260 4.000 3.475
N -6.040 5.893 4.728
H -5.642 4.367 2.774
H -6.658 3.080 3.345
H -6.270 6.422 5.555
H -5.419 6.296 4.050
C 0.106 -8.064 6.352
O -0.156 -9.215 6.663
N 1.201 -7.414 6.809
N -0.675 -7.335 5.522
H 1.433 -6.467 6.564
H 1.810 -7.921 7.432
H -1.502 -7.783 5.158
H -0.476 -6.388 5.255
C 4.294 7.593 2.726
O 3.573 7.134 3.599
N 4.605 6.908 1.601
N 4.844 8.827 2.806
H 5.194 7.266 0.871
H 4.213 5.983 1.504
H 4.636 9.370 3.630
H 5.438 9.222 2.100
```

For the gap between HOMO and LUMO, the calculation gives 0.230 Eh. Its total energy is -237866.42818 eV. The total charge is +1. The calculation puts the max |F| at 0.1480 hartree/bohr.

=====

6.
Entry from the OMol25 dataset: C6H6O as an isolated structure (wB97M-V/def2-TZVPD).

Geometry as XYZ:
```
13
Properties=species:S:1:pos:R:3
O 2.040 -1.022 -0.190
C 1.371 0.104 0.303
C -0.058 0.260 -0.310
C -0.840 -0.930 -0.374
C -1.405 -1.916 -0.812
C -0.722 1.472 0.186
C -1.216 2.457 0.682
H 1.491 -1.792 0.014
H 1.290 0.071 1.409
H 1.992 0.977 0.072
H -0.306 -0.225 -1.507
H -1.954 -2.787 -0.575
H -1.682 3.330 1.101
```

For the gap between HOMO and LUMO, the calculation gives 0.355 Eh. Its total energy is -8360.30369 eV. The total charge is 0. The calculation puts the max |F| at 0.0759 hartree/bohr. For the energy above the lowest of the compared OMol25 structures with the same formula, charge and spin, the calculation gives 598.4 kJ/mol.

=====

Number 1: M 226.212 g/mol. Number 2: M 698.601 g/mol. Number 3: M 84.983 g/mol. Number 4: M 116.240 g/mol. Number 5: M 1050.968 g/mol. Number 6: M 94.113 g/mol.